(1)
Molecular formula: C5H4
Method: DFT, ωB97M-V/def2-TZVPD

Atoms and positions in Å:
C: 0.2418 0.2878 1.1381
C: -0.8787 0.1295 1.7452
C: 1.2258 0.2526 0.0803
C: 0.4130 -0.1838 -0.8713
C: -0.8813 -0.2101 -0.0153
H: 2.2325 0.5120 0.1672
H: 0.5757 -0.5546 -1.8342
H: -1.4890 -1.0153 -0.0147
H: -1.4399 0.7818 -0.3954

HOMO-LUMO gap in eV: 10.3
HOMO in eV: -9.4
Relative energy (zero: lowest compared OMol25 entry of this formula, charge and spin) in kJ/mol: 244.8

These are the natural (NBO) partial charges, in e, on atoms 1 to 5: -0.1541, -0.0278, -0.2302, -0.1592, -0.3586

(2)
Molecular formula: C5H4
Method: DFT, ωB97M-V/def2-TZVPD

Atoms and positions in Å:
C: -1.8581 0.3864 0.0068
C: -1.0993 -0.7853 0.0024
C: 0.7437 0.1125 0.0348
C: -0.6429 0.9969 0.1036
C: 0.1473 -1.2624 0.1243
H: 1.1664 0.4378 -0.8551
H: 1.5837 0.1794 0.7867
H: -0.5684 2.0956 -0.0521
H: 0.5276 -2.1609 -0.1512

HOMO-LUMO gap in eV: 8.8
HOMO in eV: -9.1
Relative energy (zero: lowest compared OMol25 entry of this formula, charge and spin) in kJ/mol: 316.1

These are the natural (NBO) partial charges, in e, on atoms 1 to 5: -0.2468, 0.3416, -0.4460, -0.2223, -0.3764

(3)
Molecular formula: C5H4
Method: DFT, ωB97M-V/def2-TZVPD

Atoms and positions in Å:
C: 0.9539 2.2142 0.7860
C: 0.3814 0.9316 0.2964
C: -0.0133 -0.1342 -0.1509
C: -0.5648 -1.3199 -0.4939
C: -1.0301 -2.4054 -0.7222
H: 0.1820 2.5764 1.4703
H: 1.9091 2.0990 1.3833
H: 1.1673 2.8658 -0.1205
H: -1.6213 -3.2591 -1.0250

HOMO-LUMO gap in eV: 10.2
HOMO in eV: -9.2
Relative energy (zero: lowest compared OMol25 entry of this formula, charge and spin) in kJ/mol: 19.3
Structure (SMILES): C#CC#CC

These are the natural (NBO) partial charges, in e, on atoms 1 to 5: -0.6954, 0.1074, -0.1331, -0.0851, -0.1717

(4)
Molecular formula: C5H40N2O14
Method: DFT, ωB97M-V/def2-TZVPD

Atoms and positions in Å:
C: 3.3223 -0.4118 1.0876
O: 3.8301 -0.6029 2.4319
C: 1.8334 -0.6828 1.1333
C: 1.1817 -1.2634 -0.1968
C: -0.2574 -1.2704 -0.3460
C: -0.9779 -1.1312 -1.4902
N: -2.3925 -0.6505 -1.4783
N: 1.1317 0.6426 1.5516
H: 3.5580 0.6328 0.7891
H: 3.9235 -0.9682 0.4481
H: 3.4504 -1.4324 2.8198
H: 1.5617 -1.4870 1.8288
H: 1.6784 -2.2537 -0.0553
H: 1.5984 -0.8834 -1.1397
H: -0.8656 -1.1885 0.5321
H: -0.5820 -1.2833 -2.4741
H: -2.7238 -0.7745 -0.4718
H: -3.1541 -1.2564 -1.9775
H: -2.5373 0.2442 -1.9182
H: 0.5154 1.0899 0.8334
H: 1.9104 1.1976 1.9010
H: 0.4598 0.5198 2.3430
H: -4.0132 -0.5845 1.4601
H: -4.9101 -0.6801 0.2662
O: -4.0355 -0.3076 0.5570
H: -4.5272 2.1604 -0.9603
H: -3.7365 2.2985 -2.4214
O: -3.6661 2.2067 -1.4428
H: -2.4173 -0.7672 -4.9250
H: -2.2376 0.6775 -4.6832
O: -2.6764 -0.1223 -4.2867
H: -2.0656 -3.7266 0.2208
H: -2.5127 -4.2058 -1.2323
O: -2.1908 -3.4770 -0.6815
H: -1.6828 -3.5131 3.5326
H: -0.8178 -2.8106 2.6580
O: -1.7441 -3.0702 2.6717
H: -1.9259 2.3391 0.5693
H: -1.8450 3.7599 1.1463
O: -1.3428 3.1217 0.5454
H: 0.8702 4.2087 -0.2944
H: 2.1529 4.8466 -0.5769
O: 1.6256 4.0417 -0.8843
H: 1.1595 3.7656 3.5668
H: 2.2722 2.8042 4.1412
O: 1.7794 3.0577 3.3444
H: 1.9943 2.4352 -0.9753
H: 2.5469 0.8663 -1.0678
O: 1.8640 1.4558 -0.8869
H: 3.6962 -1.6410 -2.0205
H: 4.4518 -0.2139 -1.7121
O: 3.7014 -0.8023 -1.5492
H: 0.9062 -4.7908 -1.5922
H: 0.5028 -4.6727 -2.9328
O: 0.7941 -4.0455 -2.2421
H: -0.2932 2.4909 -2.1798
H: -1.7294 2.8751 -2.1509
O: -1.0755 2.4467 -2.7423
H: 1.1855 0.0960 5.2847
H: 2.2003 0.3448 4.0300
O: 1.2773 0.3452 4.2948

2S+1: 2
HOMO-LUMO gap (spin up / spin down) in eV: 8.3 / 4.5
Net charge: +3
HOMO (spin up / spin down) in eV: -18.8 / -18.8
Relative energy (zero: lowest compared OMol25 entry of this formula, charge and spin) in kJ/mol: 240.7

These are the natural (NBO) partial charges, in e, on atoms 1 to 5: -0.1319, -0.6995, -0.0173, -0.5459, 0.0871